No. 1
This record from the OMol25 dataset describes C5H8N2OS in the gas phase. The level of theory is ωB97M-V/def2-TZVPD.

The geometry in XYZ format:
```
17
Properties=species:S:1:pos:R:3
C -1.64541 -0.29657 -0.55201
C -1.63540 0.89901 0.33772
C -0.75463 -0.51143 -1.54070
C 1.10636 0.01817 0.30078
C 0.73830 -1.28062 0.87867
N -0.68235 1.53980 0.85821
N 0.53080 1.18376 0.44184
O 1.34989 2.32086 0.20187
S 2.75683 0.02457 -0.24123
H -2.35233 -1.01616 -0.22045
H -2.60690 1.08504 0.75949
H -0.17523 0.22755 -2.14145
H -0.81817 -1.41670 -2.02860
H 1.57113 -1.91769 1.17378
H 0.23502 -1.80800 0.07797
H 0.05828 -1.14256 1.61972
H 2.32380 2.09096 0.07437
```

Output
Spin multiplicity   3
Energy above the lowest of the compared OMol25 structures with the same formula, charge and spin   272.0 kJ/mol
HOMO energy (alpha / beta)   -5.9 / -9.1 eV
Energy   -21169.9641 eV
Total charge   0
Kohn-Sham gap (alpha / beta)   6.6 / 6.1 eV

Atom charges from the natural (NBO) analysis, given in e for atoms 1 to 2:
1 C -0.318
2 C 0.028

No. 2
This record from the OMol25 dataset describes 2 unconnected molecules or ions with the total composition BrH2O2P. The level of theory is ωB97M-V/def2-TZVPD.

The geometry in XYZ format:
```
6
Properties=species:S:1:pos:R:3
O 3.55844 1.78165 -0.98584
O -0.48541 0.87759 0.47518
P 3.16454 1.07599 0.20996
Br 4.05780 -1.00834 -0.01300
H -1.09158 0.74415 1.23220
H -0.21719 0.03835 0.28324
```

Output
Spin multiplicity   3
Energy above the lowest of the compared OMol25 structures with the same formula, charge and spin   68.2 kJ/mol
HOMO energy (alpha / beta)   -7.6 / -11.3 eV
Energy   -83456.3297 eV
Total charge   0
Kohn-Sham gap (alpha / beta)   8.1 / 7.2 eV

Atom charges from the natural (NBO) analysis, given in e for atoms 1 to 2:
1 O -0.847
2 O -0.925

No. 3
This record from the OMol25 dataset describes 2 unconnected molecules or ions with the total composition C3H3NO. The level of theory is ωB97M-V/def2-TZVPD.

The geometry in XYZ format:
```
8
Properties=species:S:1:pos:R:3
C 0.75529 -0.33302 -0.72887
C -2.13581 1.52159 -0.14846
C 0.82164 -0.45677 0.68654
N 0.81541 -0.33649 -1.86472
O -2.58576 0.98245 -1.03219
H 0.11251 -1.34989 1.09116
H 0.33264 0.51788 1.11175
H 1.88408 -0.54577 0.88480
```

Output
Energy above the lowest of the compared OMol25 structures with the same formula, charge and spin   42.4 kJ/mol
HOMO energy   -11.7 eV
Energy   -6696.0528 eV
Total charge   0
Kohn-Sham gap   12.5 eV

Atom charges from the natural (NBO) analysis, given in e for atoms 1 to 2:
1 C 0.265
2 C 0.488

No. 4
This record from the OMol25 dataset describes a molecular structure, C20H22N2O2SbSe4TeZr. The level of theory is ωB97M-V/def2-TZVPD.

The geometry in XYZ format:
```
53
Properties=species:S:1:pos:R:3
Zr 0.60521 0.30225 -0.90619
N 2.85179 -0.03003 -0.97966
C 3.54042 1.06135 -0.32232
C 4.71681 0.88765 0.33851
C 5.31474 1.98380 1.00714
C 4.72521 3.21023 0.99726
C 3.48328 3.40378 0.33800
C 2.80989 4.63652 0.29371
C 1.59940 4.73420 -0.34395
C 1.04135 3.59060 -0.91157
N 1.64289 2.40861 -0.90941
C 2.87733 2.31192 -0.31348
H 3.04969 -0.93571 -0.46709
H 3.20044 -0.17204 -1.92914
H 5.18049 -0.09010 0.37249
H 6.24352 1.82596 1.53624
H 5.18444 4.05067 1.50146
H 3.25434 5.50267 0.76808
H 1.06271 5.67032 -0.39702
H 0.06303 3.63737 -1.37493
C -5.52459 -2.44399 -1.34367
C -4.48543 -1.55403 -0.72323
C -4.12639 -1.70212 0.60482
C -3.18107 -0.88245 1.22379
C -2.85961 -1.14497 2.66820
C -2.59083 0.11667 0.45661
Te -1.10854 1.40052 1.26175
C -2.93001 0.29655 -0.89533
C -2.33034 1.37495 -1.76893
C -3.87195 -0.54330 -1.46335
H -5.37225 -3.48373 -1.05536
H -5.50820 -2.37951 -2.43026
H -6.52144 -2.15474 -1.00658
H -4.59002 -2.48593 1.19438
H -3.75773 -1.03676 3.27752
H -2.09860 -0.48071 3.07227
H -2.49560 -2.16558 2.79356
H -1.25194 1.24123 -2.03250
H -2.40393 2.37064 -1.33491
H -2.81983 1.38918 -2.74139
H -4.14280 -0.41042 -2.50479
C -0.34987 -4.01294 -1.21533
O -0.92372 -2.76657 -0.67576
C -0.32678 -1.67039 -0.92640
O 0.70751 -1.63153 -1.67901
H -1.15086 -4.74168 -1.17107
H 0.48176 -4.29531 -0.57623
H -0.01483 -3.85019 -2.23503
Se 4.54392 -0.90562 3.74497
Sb 3.09134 -2.56344 2.90591
Se 1.49715 -3.76046 4.14500
Se 3.12417 -2.98540 0.52048
Se 0.84434 -0.12796 1.61176
```

Output
Energy above the lowest of the compared OMol25 structures with the same formula, charge and spin   247.2 kJ/mol
HOMO energy   -9.7 eV
Energy   -304664.9265 eV
Total charge   +1
Kohn-Sham gap   5.4 eV

Atom charges from the natural (NBO) analysis, given in e for atoms 1 to 2:
1 Zr 1.685
2 N -0.974

No. 5
This record from the OMol25 dataset describes a molecular structure, C3H9NS2. The level of theory is ωB97M-V/def2-TZVPD.

The geometry in XYZ format:
```
15
Properties=species:S:1:pos:R:3
N 1.88729 -0.75160 -0.21447
C 0.88173 0.31404 -0.09675
C -0.65805 0.21653 0.52328
C -0.37077 -0.14311 -0.92990
S -1.06884 3.15021 -0.28696
S 0.07406 -2.73371 0.56823
H 0.22261 -3.66025 -0.34068
H 2.75002 -0.50214 0.24627
H 1.28014 1.27658 -0.37405
H 1.14020 0.86289 1.62670
H -1.00459 1.27790 0.61518
H -1.34168 -0.53478 1.01275
H -0.61268 0.52676 -1.66266
H -0.28639 -1.19710 -1.34676
H 1.44049 -1.77729 0.24439
```

Output
Energy above the lowest of the compared OMol25 structures with the same formula, charge and spin   1188.0 kJ/mol
HOMO energy   -7.8 eV
Energy   -26405.3640 eV
Total charge   0
Kohn-Sham gap   3.6 eV

Atom charges from the natural (NBO) analysis, given in e for atoms 1 to 2:
1 N -0.820
2 C -0.168

No. 6
This record from the OMol25 dataset describes 2 unconnected molecules or ions with the total composition C3H5N2O3S. The level of theory is ωB97M-V/def2-TZVPD.

The geometry in XYZ format:
```
14
Properties=species:S:1:pos:R:3
C -1.42181 0.59791 0.47682
C -0.10120 1.54538 -0.10573
C -0.30972 -0.82746 -0.85598
N 0.30026 2.89248 0.18657
N 0.89052 -2.35125 0.28143
O -0.37209 3.49535 0.95428
O 1.25184 3.19095 -0.47052
O -1.32618 -0.52820 -0.05671
S 0.76807 0.51666 -1.23153
H -2.16009 1.05897 1.20702
H -0.52748 -1.71802 -1.66941
H 1.53093 -3.02161 -0.27887
H 0.04831 -2.88637 0.52082
H 1.42863 -1.96480 1.04179
```

Output
Energy above the lowest of the compared OMol25 structures with the same formula, charge and spin   178.8 kJ/mol
HOMO energy (alpha / beta)   -13.4 / -13.4 eV
Energy   -23135.0887 eV
Total charge   +1
Kohn-Sham gap (alpha / beta)   7.6 / 7.7 eV

Atom charges from the natural (NBO) analysis, given in e for atoms 1 to 2:
1 C 0.240
2 C -0.217

No. 7
This record from the OMol25 dataset describes C5H8S in the gas phase. The level of theory is ωB97M-V/def2-TZVPD.

The geometry in XYZ format:
```
14
Properties=species:S:1:pos:R:3
C -1.28038 -1.33619 -1.50543
C -0.21040 -0.66793 -0.58208
C -0.11540 0.65655 -0.38094
C 0.58362 1.31246 0.55989
C 1.30769 0.55644 1.62930
S 0.61592 3.08291 0.39659
H -2.17080 -1.61731 -0.90951
H -1.68126 -0.62470 -2.22092
H -0.96543 -2.13786 -2.11198
H 0.46705 -1.53681 -0.01152
H -0.89406 1.17236 -0.95275
H 0.75218 0.78601 2.56619
H 1.27334 -0.53206 1.62002
H 2.31792 0.88613 1.90314
```

Output
Energy above the lowest of the compared OMol25 structures with the same formula, charge and spin   187.1 kJ/mol
HOMO energy   -8.4 eV
Energy   -16147.6984 eV
Total charge   0
Kohn-Sham gap   7.4 eV

Atom charges from the natural (NBO) analysis, given in e for atoms 1 to 2:
1 C -0.661
2 C -0.022